6
Properties=species:S:1:pos:R:3:forces:R:3:mulliken_charge:R:1 method="wB97M-V/def2-TZVPD" gap_ev=6.2 homo_ev=-2.58 e_tot_ha=-873.4485 charge=-1 mol_weight_g_mol=83.16 largest_force_ev_per_a=2.8 relative_energy_kcal_mol=11.9
O 1.53921 -0.53019 -1.72881 1.4498 -0.1880 -0.0282 -0.654
H 0.67720 -0.46414 -1.26957 1.2445 0.1358 0.7910 0.320
S 0.11785 0.37925 1.47552 -1.4009 0.0676 -0.0974 -0.682
S -2.02839 0.56691 1.90674 1.3945 -0.0942 0.8654 -0.340
H 2.35965 -0.52422 -1.13829 -2.6872 0.1054 -0.6451 0.306
H -2.66552 0.57240 0.75441 -0.0007 -0.0266 -0.8857 0.049